3 unconnected molecules or ions with the total composition C22H41BN3O7 in a non-equilibrium geometry, computed with ωB97M-V/def2-TZVPD.

Geometry as XYZ:
```
74
Properties=species:S:1:pos:R:3
O 2.38 -2.71 0.18
O -2.55 -2.54 1.73
O -3.09 -0.75 2.96
O 2.29 2.04 0.87
O -5.01 -3.08 1.66
O -3.77 -3.47 3.70
O 0.27 -1.79 -4.73
N 1.33 -1.55 -6.74
N 0.89 -2.59 -1.56
N 1.28 1.22 1.23
C -1.58 3.67 0.34
C -2.28 5.53 1.99
C -1.64 4.06 1.88
C -0.01 1.59 0.76
C -1.14 0.72 1.09
C 2.53 -1.15 -7.45
C 2.98 1.02 4.91
C -2.62 3.12 2.73
C -5.52 -1.78 1.31
C 0.38 -0.84 2.40
C 1.24 -1.47 -5.39
C 3.58 0.89 3.44
C -0.39 -2.10 -2.05
C 1.51 0.09 2.03
C -0.97 -0.51 1.92
C 2.94 -0.28 2.59
C -0.28 2.87 -0.09
C 1.32 -2.34 -0.30
C 1.74 -3.38 -2.44
C 0.20 -2.07 -7.49
C 3.91 -0.58 1.34
C -2.27 -1.31 2.23
B -3.79 -3.01 2.36
H 4.78 -1.20 1.69
H -1.54 4.64 -0.24
H 3.32 -1.08 0.52
H 4.68 0.70 3.57
H 1.91 -4.36 -1.99
H 0.60 3.56 -0.13
H 0.54 -1.74 3.03
H 0.43 -2.08 -8.55
H 3.71 0.59 5.65
H -0.02 -3.09 -7.15
H 3.29 -0.78 -6.77
H -1.97 2.34 3.23
H 2.15 -1.06 -4.92
H 2.70 -2.87 -2.56
H 2.92 -2.00 -8.00
H -3.22 2.54 1.97
H -6.58 -1.91 0.94
H -2.15 1.00 0.72
H 2.84 2.10 5.22
H 2.84 -1.18 3.26
H -0.61 4.06 2.33
H -4.88 -1.33 0.51
H 0.61 -1.74 0.28
H -0.21 -1.46 -2.92
H 2.27 -0.35 -8.16
H -3.26 3.69 3.45
H 2.35 2.79 1.50
H -1.00 -2.95 -2.34
H -1.79 6.27 1.30
H -3.38 5.39 1.77
H 1.26 -3.50 -3.41
H 2.03 0.44 5.04
H -0.91 -1.53 -1.28
H -0.46 2.53 -1.15
H 4.25 0.42 0.96
H -2.21 5.82 3.07
H 3.50 1.90 2.95
H -3.91 -2.71 4.30
H -2.51 3.15 -0.02
H -0.67 -1.45 -7.30
H -5.56 -1.08 2.19
```

Values from the calculation:
HOMO energy	-11.278	eV
HOMO-LUMO gap	7.010	eV
molar mass	470.4	g/mol
maximum force	3.63	eV/A
energy above the lowest of the compared OMol25 structures with the same formula, charge and spin	218.8	kJ/mol
total charge	+1

These are the Mulliken partial charges, in e, on atoms 1 to 4: O -0.730; O -0.354; O -0.583; O -0.442